# C11H19N

C11H19N in the gas phase (ωB97M-V/def2-TZVPD, the OMol25 dataset).

```
31
Properties=species:S:1:pos:R:3:forces:R:3
C -0.49848 0.35279 2.28161 1.215 1.347 0.710
C -0.17727 0.51862 0.98064 1.322 0.050 0.357
C 1.27646 1.57010 0.75769 -2.082 -3.558 -0.616
C 2.46191 0.70163 1.24303 0.579 2.522 -1.461
C 1.51305 2.12356 -0.64405 -1.143 2.093 0.361
C 1.02752 2.69847 1.55546 -0.247 1.024 1.061
N 0.82681 3.67518 2.11630 -0.070 0.524 0.450
C -0.94778 -0.16557 -0.22065 -0.731 0.203 1.071
C -2.16876 -0.92132 0.41168 -0.007 1.180 -3.517
C -1.49278 0.99469 -1.04266 0.364 2.524 -0.599
C -0.14508 -1.16205 -1.06249 2.059 -0.950 -3.060
C -0.07584 -2.72388 -0.61955 -0.725 3.426 -2.899
H -1.35027 -0.19617 2.75150 0.979 0.357 -0.853
H 0.15312 0.93820 3.04624 -1.315 -1.093 -1.251
H 3.37966 1.35036 1.21030 -0.611 -0.682 -0.078
H 2.55120 -0.09373 0.53326 0.252 -0.724 -0.110
H 2.34095 0.39748 2.23625 -0.309 -0.762 1.322
H 1.65712 1.37126 -1.35504 -0.221 -1.274 -1.191
H 0.67269 2.87033 -0.94634 1.658 -1.375 0.438
H 2.45952 2.66134 -0.63951 0.017 0.324 0.174
H -1.88824 -1.83079 0.75242 1.065 -2.476 2.074
H -2.46578 -0.20703 1.07595 -1.580 1.066 2.258
H -3.03023 -1.23010 -0.22996 0.774 0.950 -0.301
H -0.61131 1.58043 -1.48185 -1.569 -1.217 -0.071
H -2.20568 0.61270 -1.77518 0.392 0.101 -0.402
H -2.06863 1.87062 -0.53497 0.907 -1.896 0.005
H 0.92479 -0.82187 -1.32984 -1.124 -0.281 1.386
H -0.40986 -1.14194 -2.20206 -0.694 -0.053 1.994
H 0.73188 -3.15267 -1.13631 1.298 -0.611 -0.272
H -0.93272 -3.26786 -0.91412 -1.196 -0.339 -0.445
H -0.03129 -2.76700 0.38507 0.743 -0.399 3.466
```
Forces are in eV/Å.

Properties
F_max, eV/A: 4.546
Electronic energy, hartree: -485.15942
SMILES: C=C(C(C)(C)C#N)C(C)(C)CC
Lowest unoccupied orbital energy, hartree: 0.0264

***

# C11H19N2O5Tc

A molecular structure, C11H19N2O5Tc (ωB97M-V/def2-TZVPD, the OMol25 dataset).

```
38
Properties=species:S:1:pos:R:3:forces:R:3
Tc 6.22287 5.66928 8.30658 -1.946 0.043 -2.784
C 3.82610 4.14168 7.12432 -0.879 -1.379 0.177
O 5.15359 4.60266 6.88566 1.765 -0.060 -0.999
C 5.51634 4.99088 5.47084 1.502 0.816 1.268
C 7.08064 5.26664 5.59396 -1.817 -0.209 -1.126
O 7.17665 6.31362 6.59652 0.683 -0.738 0.783
C 7.34629 7.72038 6.31875 0.737 1.392 -0.787
C 6.17534 8.45757 6.98065 -0.113 0.311 -0.665
O 5.30596 7.48338 7.62321 0.437 -1.156 0.183
C 3.98217 7.94101 7.90847 -1.570 1.546 -1.057
H 3.56586 3.28699 6.48248 0.505 0.108 0.160
H 3.73458 3.79725 8.18011 0.092 0.557 -0.752
H 3.16592 4.92444 6.83060 -0.788 0.696 0.258
H 5.25963 4.25181 4.72346 -0.117 -0.469 0.225
H 4.95546 5.92367 5.32057 0.266 -0.220 -0.355
H 7.64495 4.38182 5.93890 -0.307 0.451 -0.025
H 7.49963 5.60717 4.63623 -0.117 -0.001 0.344
H 8.33118 8.07535 6.74671 -1.071 -0.712 -0.389
H 7.35953 7.99659 5.22226 0.027 -1.012 1.018
H 6.59282 9.08302 7.74290 -0.281 0.618 0.188
H 5.57030 9.02118 6.23868 0.309 -0.379 0.586
H 3.46682 8.54040 7.09255 1.198 -1.005 0.245
H 3.31965 7.14674 8.14483 -0.188 -1.149 0.113
H 3.94474 8.62772 8.71274 0.536 0.625 1.164
C 5.59002 4.54808 12.88492 -0.291 -0.219 1.283
N 6.14632 5.62261 12.07801 1.703 2.426 2.480
C 6.77611 6.78235 12.64539 -1.418 -3.923 1.106
C 7.22137 7.79866 11.87951 -0.013 0.730 -0.646
C 7.09421 7.67366 10.46233 1.089 0.916 -1.631
O 7.25504 8.59196 9.66866 -0.012 -0.359 0.934
N 6.90697 6.40004 10.00022 -1.333 -1.617 1.236
C 6.22822 5.45853 10.75644 0.084 0.016 -3.164
O 5.65437 4.50502 10.09299 1.527 2.572 0.664
H 4.99629 3.84959 12.29896 0.022 0.323 -0.193
H 4.98507 5.02329 13.66682 0.085 -0.336 -0.079
H 6.41094 3.98087 13.34647 -0.065 0.187 -0.016
H 6.93012 6.74075 13.73191 -0.452 0.072 -0.364
H 7.66128 8.69875 12.24193 0.212 0.539 0.614
```
Forces are in eV/Å.

Properties
Charge: +3
Multiplicity: 4
F_max, eV/A: 4.315
Electronic energy, hartree: -995.80928
⟨S²⟩: 3.7881
Lowest unoccupied orbital energy (spin up / spin down), hartree: -0.4536 / -0.5562

***

# C11H19N3O6PV

A molecular structure, C11H19N3O6PV (ωB97M-V/def2-TZVPD, the OMol25 dataset).

```
41
Properties=species:S:1:pos:R:3:forces:R:3
O 3.89595 1.63485 -3.68125 -1.136 -0.424 1.446
C 3.20439 1.37142 -2.80283 3.005 1.037 -4.471
V 2.11148 0.96069 -1.36677 -0.277 0.470 4.440
O 0.08010 -0.31865 -3.16773 1.746 0.999 0.724
C 0.85817 0.17162 -2.47601 -2.922 -2.021 -3.401
C 3.53714 1.86256 -0.06956 0.333 0.392 3.363
O 3.47894 1.86601 1.13271 0.080 -0.023 -2.437
C 1.41700 2.67825 -1.39944 -2.618 4.861 -1.037
O 0.98810 3.74360 -1.44900 0.853 -1.611 0.338
C 3.12267 -0.55434 -1.02671 2.610 -5.151 0.090
O 3.75260 -1.49855 -0.84462 -0.901 1.728 -0.067
H 4.39545 2.36423 -0.57647 0.016 -0.016 -0.076
C 1.17181 -2.17302 1.44603 0.351 -0.390 -0.313
N -0.03956 -1.40403 1.77756 -0.806 1.419 -2.257
C 0.18660 -0.63665 3.00603 -0.300 0.585 0.685
P -0.46731 -0.27801 0.41644 0.466 -0.443 2.097
O 0.89641 0.52932 0.18069 -3.209 -1.545 -0.139
N -1.11324 -1.36026 -0.94297 0.391 1.539 2.568
C -2.14338 -0.74124 -1.80240 -0.473 0.234 -0.713
C -1.68467 -2.62179 -0.42284 -0.056 -0.844 0.476
N -1.68052 0.89570 1.13191 1.814 -1.839 -1.665
C -3.07931 0.65718 0.75970 -0.678 0.018 0.057
C -1.30145 2.27704 0.82499 0.592 0.685 0.093
H 1.31497 -2.98215 2.19393 -0.155 0.570 -0.398
H 2.07385 -1.52615 1.43714 -0.366 -0.313 0.127
H 1.09724 -2.65111 0.44849 -0.052 0.255 0.510
H 1.00994 0.09992 2.87195 -0.331 -0.359 0.230
H -0.73876 -0.09888 3.29736 0.629 -0.324 -0.224
H 0.44295 -1.32208 3.84104 -0.079 0.264 -0.659
H -2.17549 -1.28194 -2.77554 0.342 0.411 0.615
H -3.17047 -0.84808 -1.39696 0.660 0.142 0.031
H -1.92597 0.32785 -1.99964 -0.232 -0.658 0.098
H -2.01473 -3.27352 -1.26334 0.240 0.739 0.312
H -0.95294 -3.21738 0.14358 -0.260 0.423 -0.207
H -2.55757 -2.43414 0.23696 0.381 -0.210 -0.372
H -3.74461 1.24259 1.42643 0.535 -0.317 -0.136
H -3.29405 1.01834 -0.26820 0.026 -0.359 0.534
H -3.35050 -0.40812 0.88643 0.163 0.571 -0.182
H -2.01977 2.98636 1.28828 0.293 -0.608 -0.284
H -0.30387 2.49681 1.25814 -0.601 -0.104 -0.360
H -1.27760 2.44576 -0.27352 -0.072 0.214 0.564
```
Forces are in eV/Å.

Properties
Charge: +1
Multiplicity: 4
F_max, eV/A: 5.775
Electronic energy, hartree: -2331.28912
⟨S²⟩: 3.7698
Lowest unoccupied orbital energy (spin up / spin down), hartree: -0.1328 / -0.2219

***

# C11H19N3P

2 unconnected molecules or ions with the total composition C11H19N3P (ωB97M-V/def2-TZVPD, the OMol25 dataset).

```
34
Properties=species:S:1:pos:R:3:forces:R:3
C 2.52468 -1.66603 0.19903 0.488 -0.411 1.224
C 3.30730 0.64296 0.34272 -0.495 -1.158 0.490
C 1.27882 -1.23161 0.58258 -0.127 0.028 -1.167
C 2.01934 1.03720 0.66718 0.597 0.226 -0.138
C 3.58462 -0.74741 0.13207 1.469 0.451 0.513
C 0.94779 0.11434 0.78990 0.067 0.394 0.147
C -2.78626 0.12710 -0.11118 -0.236 -0.112 -0.183
C 0.87576 2.13775 -1.84062 0.098 1.325 1.080
C -2.16367 -0.17506 1.30277 3.223 0.023 0.677
C -0.27855 1.50758 -2.01267 -0.814 -1.069 -0.754
C -4.01489 -1.95706 -0.46142 2.784 -0.503 1.144
N -0.68801 2.29736 1.73072 -1.786 -2.089 -0.280
N 4.89029 -1.15790 -0.03970 -0.817 -2.657 0.099
N -4.06095 -0.53276 -0.19636 -0.180 0.433 -0.220
P -0.60402 0.81073 1.32281 0.875 0.356 -0.150
H 2.71444 -2.75103 0.32008 -0.025 0.751 -0.799
H 4.19228 1.25795 0.43532 -0.358 0.572 -0.303
H 0.57124 -2.01097 0.48489 -1.171 -0.517 0.695
H 1.80759 2.09957 0.78091 0.301 -0.253 0.220
H -3.06381 1.18105 -0.17933 0.640 0.212 0.300
H -2.06217 -0.06184 -0.97504 -1.135 -0.251 1.306
H 0.97239 3.21215 -1.47253 -0.725 -1.255 -0.954
H 1.86107 1.70096 -1.82739 -0.113 -0.616 -0.378
H -2.65861 0.21629 2.21210 -0.382 -0.266 -0.734
H -1.72355 -1.21070 1.53499 -1.233 1.089 -0.675
H -0.54591 0.44705 -2.25889 1.664 0.610 0.057
H -1.25134 1.95264 -2.05189 -0.180 1.267 0.423
H -3.56509 -2.19968 -1.46539 0.207 0.654 1.103
H -3.44840 -2.51213 0.40633 -0.889 0.511 -1.729
H -4.94512 -2.39325 -0.58902 -2.137 -0.540 0.365
H 0.04707 2.87041 1.42688 1.356 1.139 -0.040
H 5.11468 -2.19372 0.02806 -0.757 1.967 -0.262
H 5.71614 -0.62343 0.13416 -0.151 0.813 0.046
H -4.56516 -0.18854 0.64794 -0.057 -1.126 -1.123
```
Forces are in eV/Å.

Properties
Charge: +1
F_max, eV/A: 3.293
Electronic energy, hartree: -935.80525
Lowest unoccupied orbital energy (spin up / spin down), hartree: -0.1738 / -0.1738